{"formula": "C28H84N9O8P3S5", "method": "ωB97M-V/def2-TZVPD", "elements": ["O", "P", "N", "C", "C", "N", "C", "C", "N", "C", "C", "H", "H", "H", "H", "H", "H", "H", "H", "H", "H", "H", "H", "H", "H", "H", "H", "H", "H", "O", "P", "N", "C", "C", "N", "C", "C", "N", "C", "C", "H", "H", "H", "H", "H", "H", "H", "H", "H", "H", "H", "H", "H", "H", "H", "H", "H", "H", "O", "P", "N", "C", "C", "N", "C", "C", "N", "C", "C", "H", "H", "H", "H", "H", "H", "H", "H", "H", "H", "H", "H", "H", "H", "H", "H", "H", "H", "C", "S", "O", "C", "H", "H", "H", "H", "H", "H", "C", "S", "O", "C", "H", "H", "H", "H", "H", "H", "C", "S", "O", "C", "H", "H", "H", "H", "H", "H", "C", "S", "O", "C", "H", "H", "H", "H", "H", "H", "C", "S", "O", "C", "H", "H", "H", "H", "H", "H"], "xyz": [[-1.796117, -1.163422, 4.298292], [-1.715985, 0.199625, 3.712802], [-1.891653, 1.378624, 4.856934], [-3.195419, 1.594472, 5.428129], [-0.758170, 1.460122, 5.766099], [-2.907325, 0.346395, 2.501348], [-3.310058, 1.642782, 1.838754], [-3.126810, -0.797107, 1.612686], [-0.221400, 0.598441, 2.879702], [-0.077278, 1.952579, 2.412074], [1.003993, -0.163294, 2.928868], [-3.974805, 1.708120, 4.674655], [-3.062665, 2.551649, 5.932406], [-3.385118, 0.877185, 6.226635], [0.211991, 1.481623, 5.269689], [-0.726311, 0.586534, 6.417190], [-0.833978, 2.390092, 6.329580], [-2.593399, 1.795880, 1.031869], [-4.347006, 1.654337, 1.503065], [-3.200002, 2.455902, 2.556262], [-2.273599, -0.957280, 0.953547], [-3.200966, -1.657675, 2.277534], [-4.054637, -0.755221, 1.042174], [-1.059329, 2.294914, 2.085748], [0.264965, 2.615286, 3.206931], [0.661676, 1.971444, 1.611015], [1.491961, -0.172113, 1.954238], [0.872087, -1.157749, 3.355195], [1.697001, 0.355991, 3.590829], [5.695775, -0.734625, 1.321840], [4.611432, -1.217284, 2.216518], [3.114274, -1.695514, 1.450699], [2.759575, -1.258981, 0.078142], [1.909761, -2.145530, 2.206430], [4.032234, -0.017010, 3.348442], [3.384194, -0.379204, 4.622892], [3.813780, 1.387063, 2.941534], [4.966781, -2.564755, 3.254490], [4.722057, -3.899512, 2.712885], [6.080173, -2.445322, 4.294026], [2.063699, -0.420349, 0.101513], [2.371081, -2.082430, -0.521110], [3.617386, -0.761516, -0.374379], [2.158867, -2.773826, 3.061582], [1.139357, -2.558194, 1.555066], [1.406049, -1.234129, 2.528528], [2.667347, -1.191267, 4.501277], [4.089262, -0.560344, 5.434164], [2.733525, 0.389844, 5.039184], [2.772540, 1.612156, 2.710798], [4.167750, 2.007585, 3.764798], [4.526537, 1.678887, 2.170232], [5.212086, -4.651177, 3.331729], [3.651443, -4.097762, 2.662236], [5.120395, -4.053773, 1.710073], [7.053473, -2.420220, 3.803964], [6.155873, -3.309485, 4.954021], [6.068839, -1.480493, 4.801054], [-5.343961, 0.136399, -4.919487], [-3.874402, 0.268204, -4.707803], [-3.357003, 0.365255, -3.097938], [-3.177667, -0.868621, -2.232598], [-3.968510, 1.406752, -2.264025], [-3.275861, 1.635337, -5.552140], [-3.806782, 2.011632, -6.929872], [-1.906256, 2.078165, -5.222549], [-2.981444, -1.020715, -5.362697], [-3.471629, -1.901745, -6.371200], [-1.529101, -0.956363, -5.285933], [-2.761818, -0.572798, -1.269453], [-2.298230, -1.300678, -2.710112], [-4.034745, -1.534566, -2.332729], [-5.049706, 1.268647, -2.258115], [-3.738346, 2.391413, -2.670937], [-3.465536, 1.354725, -1.298412], [-4.876573, 1.803406, -6.946487], [-3.717891, 3.061368, -7.209608], [-3.421559, 1.429497, -7.767025], [-1.712939, 3.031195, -5.714954], [-1.633584, 2.076813, -4.167203], [-1.172212, 1.397699, -5.654105], [-4.526911, -2.157180, -6.275086], [-3.461530, -1.328620, -7.298304], [-2.855650, -2.791302, -6.502932], [-1.133901, -0.466430, -6.175814], [-1.099479, -1.957900, -5.264814], [-1.131450, -0.440180, -4.412133], [-0.502821, 0.658914, -2.179266], [-0.973992, 1.224580, -0.404598], [-2.480177, 1.005904, -0.445536], [-0.315681, -0.317161, 0.391528], [-0.626350, -0.419387, -2.279775], [0.571078, 0.780941, -2.320561], [-1.161727, 1.088139, -2.934060], [-0.660846, -0.339199, 1.425198], [0.765061, -0.273932, 0.256470], [-0.727567, -1.199359, -0.098539], [3.658143, 1.476075, -0.468449], [1.795377, 1.892684, -0.520537], [1.016571, 1.279455, 0.633787], [1.937288, 3.636142, 0.036045], [3.747864, 0.410352, -0.678887], [4.077252, 1.528808, 0.536373], [4.274764, 1.978330, -1.213846], [0.939678, 4.061494, 0.145322], [2.593468, 4.280734, -0.548778], [2.330230, 3.549457, 1.049045], [-1.167158, -4.075196, -0.386708], [0.172814, -2.908895, -0.088732], [-0.218101, -2.057460, 1.118255], [1.383168, -4.176565, 0.411785], [-1.024899, -4.844760, -1.145410], [-2.182920, -3.749779, -0.611263], [-1.370054, -4.632105, 0.528044], [0.974692, -4.651698, 1.303690], [2.342439, -3.692412, 0.594775], [1.567391, -4.920381, -0.363385], [-0.831939, 3.791324, -0.928474], [-2.179186, 4.666380, -0.065152], [-2.546264, 5.845493, -0.964673], [-3.431170, 3.312132, -0.303448], [-0.203577, 4.596060, -1.310136], [-1.256416, 3.318869, -1.814312], [-0.271790, 3.104239, -0.294244], [-3.120383, 2.346380, 0.095079], [-3.750378, 3.193813, -1.338923], [-4.313689, 3.575535, 0.279555], [2.600014, -0.355591, -2.548621], [1.360489, -1.549655, -1.969746], [0.334454, -1.537169, -3.120235], [2.437785, -3.051312, -2.305251], [2.834146, -0.522405, -3.600023], [3.545946, -0.414308, -2.010262], [2.223671, 0.667357, -2.553400], [3.480270, -2.871669, -2.042412], [2.421183, -3.436375, -3.324837], [2.159337, -3.903198, -1.684881]], "forces_ev_per_angstrom": [[0.84, 0.19, -0.57], [0.22, -0.89, -1.71], [0.62, 0.15, -1.85], [0.65, 0.93, 0.94], [-0.12, 0.06, 0.20], [-0.70, 1.74, 0.30], [1.58, -0.78, 2.67], [0.42, -1.07, 1.14], [-1.54, -0.32, 2.27], [-1.60, 1.50, 2.89], [-3.46, 7.05, 4.02], [0.09, -0.42, 0.16], [-0.58, 0.28, 0.14], [-0.56, -0.34, -0.21], [-0.20, 0.06, -0.45], [-0.10, 0.04, 0.43], [-0.06, -0.09, 0.22], [-0.83, -0.31, 2.28], [0.11, -0.51, -0.13], [-0.09, 0.10, 0.23], [-0.82, -0.12, -0.02], [0.00, -0.28, -0.14], [0.04, 0.52, 0.08], [0.27, 0.38, -0.03], [-0.16, 0.37, 0.61], [-1.34, 1.63, 2.54], [-0.60, 1.27, 0.24], [-2.67, 2.13, 2.44], [-0.24, -0.20, -0.28], [-1.16, -0.06, 0.18], [-2.20, -0.32, 1.85], [1.54, -0.49, -0.89], [2.15, -0.02, 2.82], [3.89, -2.64, -0.83], [0.55, -0.35, -0.25], [0.15, -0.27, 0.17], [1.49, -0.58, 0.75], [0.25, 1.45, 0.26], [0.15, -0.05, -0.15], [0.03, 0.36, -1.90], [0.49, -0.77, 0.06], [0.98, 0.22, 1.37], [0.08, -2.27, 0.62], [0.19, -0.28, -0.02], [2.42, 0.09, 2.13], [3.48, -6.49, -3.05], [0.59, -0.41, 0.25], [0.22, -0.41, -0.15], [0.32, 0.60, -0.38], [0.15, 0.15, -0.28], [-0.42, 0.18, 0.29], [-0.28, -0.29, -0.15], [-0.16, 0.11, 0.20], [0.05, -0.14, 0.14], [0.16, 0.15, -0.18], [0.15, -0.13, -0.39], [-0.77, 0.19, 0.13], [-0.61, -0.25, 0.26], [1.00, -0.14, -0.10], [-0.47, -0.40, -0.78], [-0.05, -0.20, 0.15], [1.19, 0.24, -2.83], [-1.27, 0.08, -2.24], [-0.01, 0.72, 0.35], [-0.48, -0.92, 1.26], [0.05, -0.38, -1.33], [0.13, 0.14, 2.45], [-0.81, 0.75, -1.15], [-0.03, -0.22, -0.40], [-1.23, -0.25, -0.13], [-0.25, -1.05, -0.04], [-0.01, -0.01, 0.57], [-0.30, 0.24, 0.16], [-0.18, -0.18, -0.68], [-1.73, 0.01, -1.68], [-0.02, -0.04, 0.32], [0.43, 0.13, 0.63], [0.59, -0.24, 0.16], [-0.15, 0.28, 0.42], [-0.79, 0.55, -0.16], [0.17, 0.10, -0.20], [0.10, -0.14, 0.57], [0.21, -0.32, -0.77], [0.00, 0.00, 0.28], [0.25, 0.04, -0.24], [-0.11, -0.14, 0.10], [-0.45, -0.06, -0.18], [-0.10, 0.63, 1.54], [-1.48, -4.75, -2.08], [3.88, -2.41, 1.05], [-2.39, 1.34, -3.43], [-0.79, 0.76, 0.76], [-0.90, 0.70, -0.28], [0.35, 0.36, 0.55], [0.22, 1.28, -1.29], [-2.54, -1.44, 0.06], [-1.50, 3.01, -1.81], [-0.51, -0.38, 0.66], [2.62, 2.13, -0.19], [7.65, 1.66, -4.45], [0.55, -0.09, 1.08], [0.03, 2.05, -0.11], [-0.29, 0.64, -0.31], [-0.51, 0.57, 0.04], [0.84, -0.05, -0.13], [-0.08, -0.34, -0.27], [0.31, 0.07, 0.02], [-1.26, -1.40, 0.64], [-2.59, -2.61, 0.66], [-0.60, -7.98, 0.79], [0.18, -0.66, 0.15], [0.90, 0.27, -0.23], [0.38, 1.35, -0.20], [0.48, -0.02, 0.39], [0.27, -0.03, 0.04], [-0.13, -0.33, 0.19], [-0.70, -0.04, -0.08], [-0.26, 1.86, -0.86], [-1.17, 0.06, -1.08], [0.44, -1.44, 0.96], [-0.79, 2.47, 0.37], [-0.01, 0.22, 0.03], [0.00, -0.24, 0.07], [-1.02, 1.28, -0.53], [-0.39, 2.24, -1.44], [0.52, 1.02, 0.62], [-0.04, 0.57, 0.03], [1.00, -0.04, -1.57], [-0.51, 0.55, -6.16], [2.12, -1.80, 1.05], [0.29, -0.45, 0.03], [-0.18, -0.47, -0.12], [-0.46, -0.19, -0.70], [0.07, -0.41, 0.27], [-0.03, 0.37, -0.06], [-0.45, 0.71, -0.20], [-0.28, 0.43, -0.21]], "molar_mass_g_mol": 928.3, "e_tot_ev": -142204.0580, "spin_multiplicity": 1, "total_charge": 0, "homo_lumo_gap_ev": 7.425, "e_above_lowest_ev": 24.4437}